[1]
{"formula": "C26H50BBrIN2O5", "method": "ωB97M-V with the def2-TZVPD basis set", "homo_ev": -11.37, "smiles": "COCCCC[C@@H]1C[C@@H](CC(=O)OC(C)=O)[N@@H+](CCCI)[C@@](C[C@H](C)Br)(B(C)O)[C@H]1CCCCCN", "e_tot_ha": -4402.51235, "charge": 1, "molar_mass_da": 688.32, "gap_ha": 0.315, "symbols": ["C", "O", "C", "C", "C", "C", "C", "C", "C", "C", "C", "O", "O", "C", "C", "O", "N", "C", "C", "C", "I", "C", "C", "C", "C", "Br", "B", "C", "O", "C", "C", "C", "C", "C", "C", "N", "H", "H", "H", "H", "H", "H", "H", "H", "H", "H", "H", "H", "H", "H", "H", "H", "H", "H", "H", "H", "H", "H", "H", "H", "H", "H", "H", "H", "H", "H", "H", "H", "H", "H", "H", "H", "H", "H", "H", "H", "H", "H", "H", "H", "H", "H", "H", "H", "H", "H"], "positions_angstrom": [[5.183, -0.642, 2.293], [3.878, -0.139, 1.877], [3.919, 0.330, 0.511], [3.369, -0.840, -0.478], [2.617, -0.190, -1.733], [1.018, -0.224, -1.677], [0.388, -0.027, -0.198], [0.110, -1.523, 0.363], [-1.415, -1.861, 0.029], [-1.746, -3.455, -0.023], [-1.170, -4.053, -1.413], [-1.871, -3.925, -2.455], [0.067, -4.756, -1.493], [1.075, -4.009, -2.188], [0.947, -3.400, -3.655], [2.167, -3.829, -1.585], [-2.423, -1.044, 0.787], [-3.000, -1.659, 2.020], [-2.024, -2.375, 3.064], [-2.721, -3.791, 3.496], [-2.305, -4.381, 5.542], [-2.093, 0.437, 0.836], [-3.475, 1.228, 0.643], [-4.165, 1.407, -0.748], [-3.866, 0.517, -2.008], [-3.839, 3.326, -1.332], [-1.565, 0.966, 2.317], [-0.062, 1.149, 2.847], [-2.607, 1.248, 3.316], [-0.964, 0.903, -0.225], [-0.615, 2.490, -0.135], [-0.344, 3.122, -1.614], [1.236, 3.135, -1.982], [1.899, 4.603, -1.962], [3.231, 4.533, -1.022], [2.910, 4.567, 0.438], [6.016, 0.143, 2.199], [5.459, -1.586, 1.698], [5.104, -0.965, 3.391], [3.293, 1.273, 0.335], [4.993, 0.563, 0.168], [4.323, -1.343, -0.897], [2.802, -1.664, 0.065], [2.926, -0.813, -2.658], [2.989, 0.870, -1.935], [0.594, 0.516, -2.438], [0.669, -1.271, -2.030], [1.178, 0.511, 0.421], [0.788, -2.317, -0.127], [0.386, -1.511, 1.468], [-1.565, -1.571, -1.085], [-2.885, -3.570, -0.103], [-1.303, -3.982, 0.885], [-0.046, -2.847, -3.825], [1.100, -4.210, -4.444], [1.772, -2.607, -3.776], [-3.245, -1.057, 0.135], [-3.724, -0.977, 2.607], [-3.715, -2.497, 1.652], [-1.988, -1.760, 4.030], [-0.994, -2.657, 2.678], [-3.853, -3.781, 3.365], [-2.304, -4.586, 2.768], [-3.296, 2.284, 1.081], [-4.231, 0.753, 1.381], [-5.310, 1.395, -0.583], [-3.593, -0.577, -1.876], [-4.790, 0.536, -2.703], [-3.038, 1.027, -2.635], [-0.062, 1.147, 4.004], [0.394, 2.167, 2.543], [0.696, 0.359, 2.531], [-2.430, 0.596, 4.035], [-1.296, 0.776, -1.329], [0.391, 2.614, 0.416], [-1.454, 3.115, 0.314], [-0.727, 4.204, -1.687], [-0.862, 2.542, -2.448], [1.467, 2.659, -2.999], [1.817, 2.508, -1.202], [1.107, 5.318, -1.525], [2.208, 4.909, -3.031], [3.883, 5.426, -1.326], [3.803, 3.573, -1.254], [2.858, 3.594, 0.771], [1.951, 4.935, 0.522]]}


[2]
{"formula": "C26H52Cl26", "method": "ωB97M-V with the def2-TZVPD basis set", "homo_ev": -10.36, "de_lowest_ev": 1.209, "e_tot_ha": -12986.85498, "charge": 0, "molar_mass_da": 1286.48, "gap_ha": 0.390, "symbols": ["Cl", "C", "C", "Cl", "H", "H", "H", "H", "Cl", "C", "C", "Cl", "H", "H", "H", "H", "Cl", "C", "C", "Cl", "H", "H", "H", "H", "Cl", "C", "C", "Cl", "H", "H", "H", "H", "Cl", "C", "C", "Cl", "H", "H", "H", "H", "Cl", "C", "C", "Cl", "H", "H", "H", "H", "Cl", "C", "C", "Cl", "H", "H", "H", "H", "Cl", "C", "C", "Cl", "H", "H", "H", "H", "Cl", "C", "C", "Cl", "H", "H", "H", "H", "Cl", "C", "C", "Cl", "H", "H", "H", "H", "Cl", "C", "C", "Cl", "H", "H", "H", "H", "Cl", "C", "C", "Cl", "H", "H", "H", "H", "Cl", "C", "C", "Cl", "H", "H", "H", "H"], "positions_angstrom": [[5.120, 3.808, -0.971], [5.887, 4.034, -2.642], [6.091, 2.643, -3.277], [6.967, 3.100, -4.779], [6.840, 4.488, -2.372], [5.218, 4.726, -3.155], [5.177, 2.061, -3.396], [6.767, 2.035, -2.676], [-3.538, -2.055, -5.732], [-3.532, -0.364, -6.190], [-2.669, 0.561, -5.216], [-2.393, 2.167, -6.023], [-4.570, -0.034, -6.154], [-3.107, -0.341, -7.193], [-1.652, 0.192, -5.085], [-3.132, 0.702, -4.240], [0.885, 0.352, 8.277], [2.016, 1.302, 7.224], [1.472, 1.218, 5.796], [2.556, 2.201, 4.712], [3.054, 0.980, 7.145], [2.080, 2.314, 7.624], [0.526, 1.759, 5.822], [1.270, 0.212, 5.427], [-0.405, -1.445, -3.760], [0.333, -2.988, -4.334], [0.500, -4.002, -3.170], [1.711, -3.423, -1.970], [1.189, -2.791, -4.980], [-0.407, -3.407, -5.016], [0.748, -5.023, -3.460], [-0.434, -4.002, -2.607], [1.288, -3.224, 6.206], [-0.300, -2.537, 5.962], [-1.072, -3.384, 5.013], [-0.407, -3.141, 3.389], [-0.292, -1.489, 5.661], [-0.857, -2.512, 6.898], [-2.109, -3.050, 5.018], [-0.918, -4.427, 5.289], [-2.984, -4.910, -1.930], [-4.044, -4.818, -0.540], [-3.454, -5.405, 0.779], [-3.107, -7.163, 0.611], [-4.929, -5.382, -0.837], [-4.225, -3.745, -0.480], [-4.147, -5.257, 1.608], [-2.488, -4.959, 1.013], [3.311, -5.608, 1.125], [3.021, -3.939, 1.535], [3.409, -3.426, 2.905], [5.084, -3.780, 3.342], [1.963, -3.753, 1.355], [3.436, -3.359, 0.711], [2.788, -3.868, 3.684], [3.275, -2.344, 2.914], [0.247, 4.654, -0.223], [-0.918, 4.238, 1.055], [-0.225, 4.333, 2.407], [-1.318, 3.833, 3.734], [-1.394, 3.289, 0.806], [-1.710, 4.986, 1.092], [0.106, 5.351, 2.608], [0.635, 3.663, 2.413], [-7.583, -1.723, 3.937], [-6.405, -0.387, 3.503], [-4.953, -0.816, 3.586], [-4.561, -1.810, 2.169], [-6.590, 0.365, 4.269], [-6.742, -0.042, 2.525], [-4.579, -1.256, 4.511], [-4.325, 0.070, 3.492], [1.482, 3.884, -4.167], [1.125, 3.841, -5.906], [0.675, 5.080, -6.513], [2.004, 6.201, -6.549], [0.309, 3.137, -6.073], [1.970, 3.339, -6.377], [-0.174, 5.525, -5.995], [0.530, 4.866, -7.572], [-5.709, 1.687, 6.885], [-4.037, 2.356, 7.000], [-2.842, 1.366, 7.139], [-2.439, 0.601, 5.597], [-3.979, 2.960, 7.905], [-3.916, 3.118, 6.231], [-3.123, 0.539, 7.792], [-1.978, 1.903, 7.533], [1.996, 0.450, 0.210], [0.771, -0.356, -0.854], [-0.088, -1.349, -0.076], [-0.972, -0.488, 1.269], [1.362, -0.743, -1.684], [0.180, 0.495, -1.190], [0.651, -2.010, 0.376], [-0.710, -1.992, -0.698], [4.253, 3.414, -8.166], [4.925, 1.797, -7.932], [3.766, 0.873, -7.436], [3.475, 0.901, -5.703], [5.646, 1.853, -7.117], [5.348, 1.459, -8.879], [4.108, -0.109, -7.760], [2.895, 1.154, -8.029]]}


[3]
{"formula": "C26H52Cl2N3O4Si2Sm", "method": "ωB97M-V with the def2-TZVPD basis set", "homo_ev": [-5.70, -5.66], "s_squared": 8.757, "e_tot_ha": -3644.61513, "charge": 0, "molar_mass_da": 748.16, "spin_multiplicity": 6, "gap_ha": [0.219, 0.217], "symbols": ["C", "C", "H", "H", "H", "C", "C", "H", "H", "H", "H", "Sm", "Cl", "C", "O", "N", "C", "C", "H", "H", "H", "H", "H", "H", "H", "H", "H", "C", "C", "N", "H", "C", "O", "H", "H", "H", "H", "H", "H", "C", "C", "N", "H", "C", "O", "H", "H", "H", "H", "O", "C", "C", "C", "H", "C", "H", "C", "H", "C", "C", "H", "H", "H", "Si", "Cl", "C", "C", "C", "H", "H", "H", "H", "H", "H", "H", "H", "H", "C", "Si", "C", "C", "H", "H", "H", "H", "H", "H", "H", "H", "H"], "positions_angstrom": [[2.385, -2.446, -0.457], [3.138, -1.175, -0.604], [2.728, -3.225, -1.146], [1.306, -2.286, -0.612], [2.497, -2.832, 0.569], [4.260, -0.985, -1.297], [5.023, -2.016, -2.056], [4.711, 0.008, -1.303], [4.536, -2.998, -2.075], [6.029, -2.153, -1.631], [5.180, -1.700, -3.099], [-0.511, 0.693, -0.099], [-1.303, -1.605, -0.566], [0.761, 3.188, 0.963], [0.022, 2.828, 0.017], [1.124, 4.448, 1.068], [0.734, 5.427, 0.068], [1.995, 4.869, 2.134], [1.120, 2.491, 1.745], [0.031, 4.973, -0.630], [1.623, 5.780, -0.473], [0.267, 6.287, 0.564], [2.236, 4.011, 2.772], [1.506, 5.645, 2.737], [2.931, 5.268, 1.723], [-5.475, 2.839, 1.034], [-5.780, 0.769, 2.599], [-5.082, 2.139, 0.286], [-5.366, 0.171, 1.779], [-4.507, 0.981, 0.952], [-4.318, 2.626, -0.315], [-3.245, 0.669, 0.800], [-2.526, 1.409, 0.082], [-4.789, -0.659, 2.198], [-2.872, -0.235, 1.313], [-5.914, 1.818, -0.354], [-6.192, -0.234, 1.184], [1.441, -1.400, -3.063], [3.038, 0.446, -3.720], [0.617, -0.859, -3.552], [2.195, 0.902, -4.262], [0.949, 0.555, -3.616], [-0.293, -1.000, -2.966], [0.270, 1.474, -2.939], [-0.769, 1.232, -2.292], [2.321, 1.992, -4.266], [0.675, 2.490, -2.997], [0.487, -1.244, -4.572], [2.195, 0.537, -5.296], [1.498, 0.328, -0.738], [2.465, -0.010, 0.087], [3.405, 2.245, -0.571], [3.341, 1.202, 0.344], [2.769, 2.207, -1.454], [4.263, 3.318, -0.347], [2.097, -0.368, 1.071], [4.113, 1.248, 1.501], [4.318, 4.122, -1.078], [5.048, 3.358, 0.802], [4.962, 2.321, 1.729], [4.046, 0.431, 2.218], [5.721, 4.196, 0.977], [5.564, 2.348, 2.635], [-4.111, -5.747, -1.453], [-2.467, -6.896, -1.995], [-4.577, -4.701, -2.931], [-3.604, -4.691, -0.001], [-5.492, -6.923, -0.992], [-3.747, -4.046, -3.226], [-5.445, -4.066, -2.705], [-4.834, -5.329, -3.795], [-5.759, -7.573, -1.837], [-6.395, -6.371, -0.693], [-5.198, -7.568, -0.153], [-2.766, -4.029, -0.264], [-3.290, -5.312, 0.850], [-4.438, -4.058, 0.336], [-1.262, 1.449, 3.618], [-0.199, 0.158, 2.762], [1.477, 0.235, 3.585], [-0.881, -1.552, 3.115], [-0.857, 2.450, 3.422], [-1.236, 1.249, 4.699], [-2.299, 1.395, 3.264], [1.949, 1.212, 3.425], [2.127, -0.572, 3.223], [1.320, 0.088, 4.663], [-0.847, -1.713, 4.201], [-1.916, -1.646, 2.763], [-0.254, -2.297, 2.608]]}


[4]
{"formula": "C26H52Cu2O14S2", "method": "ωB97M-V with the def2-TZVPD basis set", "homo_ev": [-13.59, -13.59], "s_squared": 2.005, "e_tot_ha": -6151.88747, "charge": 2, "molar_mass_da": 779.91, "spin_multiplicity": 3, "gap_ha": [0.263, 0.177], "symbols": ["Cu", "Cu", "S", "O", "O", "O", "O", "C", "C", "C", "O", "C", "H", "H", "H", "H", "H", "H", "H", "H", "C", "C", "C", "O", "C", "H", "H", "H", "H", "H", "H", "H", "H", "C", "C", "C", "O", "C", "H", "H", "H", "H", "H", "H", "H", "H", "C", "C", "C", "O", "C", "H", "H", "H", "H", "H", "H", "H", "H", "C", "C", "C", "O", "C", "H", "H", "H", "H", "H", "H", "H", "H", "C", "C", "C", "O", "C", "H", "H", "H", "H", "H", "H", "H", "H", "C", "C", "O", "S", "O", "O", "O", "H", "H", "H", "H"], "positions_angstrom": [[-2.731, -1.606, -1.172], [1.807, -0.306, 1.001], [-0.607, -0.552, -0.143], [0.155, 0.664, 0.060], [-0.798, -1.059, -1.509], [0.244, -1.542, 0.518], [-2.017, -0.500, 0.324], [-6.314, -0.002, 0.970], [-6.942, -1.006, -0.019], [-5.853, -2.029, -0.171], [-4.609, -1.232, -0.183], [-4.832, -0.039, 0.567], [-6.457, -0.255, 2.018], [-6.742, 0.989, 0.828], [-7.197, -0.557, -0.975], [-7.795, -1.421, 0.516], [-5.891, -2.617, -1.087], [-5.761, -2.690, 0.692], [-4.598, 0.865, -0.001], [-4.179, 0.016, 1.440], [0.668, -1.054, 5.162], [0.251, 0.417, 5.238], [0.288, 0.964, 3.822], [0.853, -0.115, 3.031], [0.402, -1.315, 3.713], [0.180, -1.742, 5.841], [1.761, -1.036, 5.212], [0.803, 1.023, 5.956], [-0.777, 0.516, 5.607], [0.893, 1.872, 3.805], [-0.660, 1.195, 3.329], [0.832, -2.224, 3.284], [-0.656, -1.494, 3.479], [3.944, 2.958, 3.177], [3.591, 3.606, 1.835], [2.431, 2.751, 1.445], [2.787, 1.414, 1.837], [3.880, 1.460, 2.792], [3.254, 3.189, 3.988], [4.942, 3.205, 3.538], [4.450, 3.578, 1.164], [3.315, 4.662, 1.861], [2.210, 2.776, 0.370], [1.465, 2.944, 1.928], [4.859, 1.225, 2.380], [3.592, 0.932, 3.699], [0.165, 5.050, -1.666], [1.483, 5.561, -1.117], [2.451, 4.548, -1.714], [1.679, 3.353, -1.964], [0.334, 3.565, -1.516], [0.110, 5.302, -2.727], [-0.675, 5.489, -1.126], [1.561, 5.396, -0.036], [1.648, 6.606, -1.361], [3.355, 4.323, -1.147], [2.733, 4.863, -2.726], [0.171, 3.205, -0.491], [-0.343, 2.949, -2.112], [5.017, -3.118, 1.553], [4.320, -3.526, 0.246], [2.894, -3.075, 0.430], [3.058, -1.879, 1.237], [4.024, -2.158, 2.274], [5.960, -2.610, 1.357], [5.328, -3.934, 2.208], [4.428, -4.568, -0.046], [4.812, -2.912, -0.510], [2.225, -3.800, 0.890], [2.497, -2.736, -0.527], [3.520, -2.536, 3.164], [4.623, -1.312, 2.607], [-3.232, 0.575, -4.771], [-4.702, 0.795, -4.318], [-4.562, 0.879, -2.777], [-3.310, 0.262, -2.461], [-2.448, 0.727, -3.497], [-3.011, 1.160, -5.657], [-3.167, -0.482, -5.047], [-5.455, 0.028, -4.499], [-5.174, 1.716, -4.661], [-5.369, 0.419, -2.207], [-4.565, 1.925, -2.445], [-1.569, 0.082, -3.514], [-2.116, 1.746, -3.266], [0.443, -4.919, -4.140], [0.304, -3.883, -2.991], [1.556, -3.239, -2.848], [2.676, -4.427, -3.148], [2.570, -5.391, -2.099], [3.919, -3.873, -3.564], [1.832, -4.947, -4.415], [-0.120, -4.625, -5.021], [0.142, -5.906, -3.793], [0.007, -4.375, -2.059], [-0.466, -3.128, -3.147]]}


[5]
{"formula": "C26H54B2F8Li2O7", "method": "ωB97M-V with the def2-TZVPD basis set", "homo_ev": -9.05, "e_tot_ha": -2413.85550, "charge": 0, "molar_mass_da": 666.20, "gap_ha": 0.314, "symbols": ["Li", "Li", "B", "F", "F", "F", "F", "B", "F", "F", "F", "F", "C", "C", "C", "O", "C", "H", "H", "H", "H", "H", "H", "H", "H", "C", "C", "C", "O", "C", "H", "H", "H", "H", "H", "H", "H", "H", "C", "C", "C", "O", "C", "H", "H", "H", "H", "H", "H", "H", "H", "C", "C", "C", "O", "C", "H", "H", "H", "H", "H", "H", "H", "H", "C", "C", "C", "O", "C", "H", "H", "H", "H", "H", "H", "H", "H", "C", "C", "C", "O", "C", "H", "H", "H", "H", "H", "H", "H", "H", "C", "C", "O", "H", "H", "H", "H", "H", "H"], "positions_angstrom": [[1.979, -0.260, -1.229], [-1.960, 2.006, 0.614], [3.616, 1.825, -0.922], [2.675, 1.710, 0.063], [4.877, 1.782, -0.437], [3.459, 0.867, -1.835], [3.326, 2.971, -1.561], [-0.216, -0.009, -0.151], [0.141, 0.749, -1.267], [-0.008, 0.771, 0.995], [-1.549, -0.285, -0.196], [0.558, -1.089, -0.169], [5.251, -2.742, -0.040], [4.167, -3.526, 0.628], [3.065, -2.484, 0.854], [3.308, -1.477, -0.176], [4.704, -1.348, -0.368], [5.534, -3.248, -0.963], [6.174, -2.608, 0.524], [4.501, -4.078, 1.507], [3.758, -4.250, -0.075], [3.124, -1.886, 1.763], [2.104, -2.978, 0.712], [5.042, -0.592, 0.341], [4.996, -0.867, -1.302], [-4.256, 2.885, -2.368], [-4.915, 3.492, -1.057], [-4.922, 2.433, 0.028], [-3.791, 1.716, -0.417], [-3.645, 1.637, -1.855], [-3.469, 3.516, -2.781], [-5.007, 2.648, -3.122], [-5.856, 4.006, -1.254], [-4.320, 4.344, -0.726], [-5.861, 1.880, 0.032], [-4.759, 2.813, 1.037], [-4.035, 0.681, -2.205], [-2.580, 1.493, -2.033], [-0.611, -4.891, -2.722], [-1.494, -4.002, -1.920], [-2.154, -3.024, -3.040], [-2.353, -4.009, -4.017], [-1.295, -4.953, -4.051], [-0.399, -5.892, -2.345], [0.258, -4.255, -2.888], [-0.935, -3.372, -1.228], [-2.235, -4.554, -1.342], [-1.429, -2.242, -3.271], [-3.091, -2.520, -2.803], [-0.610, -4.899, -4.898], [-1.835, -5.899, -4.099], [3.177, 1.919, 3.813], [4.341, 2.932, 4.021], [4.212, 3.928, 2.879], [3.002, 3.588, 2.123], [2.237, 2.894, 3.041], [2.755, 1.454, 4.704], [3.550, 1.175, 3.109], [5.287, 2.442, 4.252], [4.064, 3.569, 4.861], [5.131, 3.863, 2.296], [4.143, 4.951, 3.249], [1.565, 2.263, 2.460], [1.626, 3.508, 3.703], [-0.234, 2.844, -4.145], [-0.916, 3.907, -4.949], [-0.882, 5.169, -4.003], [0.386, 5.064, -3.523], [0.741, 3.684, -3.337], [0.162, 1.995, -4.703], [-0.867, 2.270, -3.469], [-1.918, 3.581, -5.230], [-0.348, 4.084, -5.863], [-1.560, 5.093, -3.152], [-1.023, 6.147, -4.463], [0.585, 3.534, -2.269], [1.745, 3.387, -3.643], [0.362, -3.784, 3.575], [-0.521, -2.933, 2.698], [-0.862, -3.924, 1.700], [-0.906, -5.209, 2.268], [-0.490, -5.069, 3.628], [0.615, -3.285, 4.511], [1.287, -3.976, 3.031], [-0.065, -1.990, 2.396], [-1.394, -2.713, 3.313], [-0.004, -4.005, 1.032], [-1.728, -3.750, 1.063], [0.137, -5.937, 3.832], [-1.334, -5.044, 4.317], [-4.537, 0.282, 3.578], [-3.152, 0.262, 2.847], [-2.730, 1.511, 2.473], [-4.408, 0.853, 4.498], [-4.917, -0.712, 3.814], [-5.364, 0.857, 3.163], [-3.245, -0.242, 1.885], [-2.475, -0.339, 3.455], [-2.252, 1.922, 3.197]]}